# C3H9NO

2 unconnected molecules or ions with the total composition C3H9NO (wB97M-V/def2-TZVPD, the Open Molecules 2025 dataset).

Each line ends with the Löwdin charge.
CARTESIAN COORDINATES (ANGSTROEM)
C: 1.27943 -0.46027 -0.59606  -0.035
C: 0.00748 -0.00824 -0.62096  -0.219
N: -0.20828 1.43804 -0.79267  -0.095
C: -1.65683 1.74302 -1.21887  -0.119
H: 2.09898 0.17288 -0.91834  0.040
H: 1.61139 -1.17992 0.17670  0.045
H: -0.89887 -0.52759 -0.42823  0.082
H: 0.35683 1.78210 -1.59638  0.110
H: -1.87866 1.36840 -2.20538  0.063
H: -1.87933 2.77808 -0.95729  0.069
H: -2.39927 1.18677 -0.63613  0.062
O: 1.16353 -3.19196 3.21834  -0.069
H: 0.52054 -2.53680 3.52307  0.034
H: 1.88303 -2.56452 3.05220  0.032

Net charge: 0
Gap between HOMO and LUMO, eV: 9.295
Relative energy (zero: lowest compared OMol25 entry of this formula, charge and spin), kJ/mol: 243.1
E_LUMO, eV: 0.85